1.
DFT (wB97M-V/def2-TZVPD) results for C5H6O3 in the gas phase.

Cartesian coordinates (Å):
O: 0.2135 2.4889 -0.1242
O: -0.8824 -0.8180 -0.8069
O: 0.5050 1.1451 -1.8815
C: -0.0084 1.4521 -0.6854
C: 0.2939 -1.3991 0.0706
C: -1.4956 0.5119 1.0843
C: 1.5274 -1.0105 0.3240
C: -0.8238 0.3227 -0.0716
H: -1.4376 1.4692 1.5733
H: 0.2284 0.2405 -2.1230
H: -2.1915 -0.2219 1.4582
H: 1.8327 0.0110 0.4959
H: 2.2614 -1.7625 0.5643
H: -0.0230 -2.4295 0.1220

Atomic forces in eV per Å
-0.10 -0.09 -0.27
3.26 -0.83 2.78
-0.04 0.01 -0.32
0.11 -0.41 0.63
-1.40 -2.66 -3.19
0.25 0.20 -1.51
-0.37 1.00 0.53
-2.17 2.97 1.22
0.16 0.07 0.07
0.00 0.26 0.13
0.12 -0.23 0.07
0.15 0.17 -0.69
-0.24 -0.25 0.46
0.27 -0.21 0.10

Energy relative to the best compared isomer or geometry (same formula, charge and spin) (eV): 2.754
Orbital gap (eV): 9.938
HOMO (hartree): -0.3489
Lowest unoccupied orbital energy (eV): 0.444
Total charge: 0

Results of the Mulliken charge analysis, in e, for atoms 1 through 5:
1 O -0.557
2 O -0.482
3 O -0.502
4 C 0.217
5 C -0.073

---

2.
DFT (wB97M-V/def2-TZVPD) results for a molecular structure, C15H35CaN4O6P.

Cartesian coordinates (Å):
Ca: 0.0605 -0.0042 -0.1658
P: 2.2755 -1.0597 1.6057
O: -2.0322 1.0789 -0.3093
O: 0.3366 -2.0898 -2.4617
O: -0.0262 0.3228 -5.1296
O: -0.2432 1.8798 2.3885
O: 2.1764 0.4332 -2.0887
O: -1.4735 -0.7536 2.6713
N: 1.5565 1.1322 -1.1763
N: 0.3145 1.7506 1.2029
N: -0.2271 -1.8468 -1.1833
N: -1.2045 -1.1071 1.3288
C: 3.1507 2.8630 -1.1162
C: 2.8408 -0.5042 3.2431
C: -0.7611 -2.7801 -0.4060
C: 1.7202 -0.5210 4.2863
C: 1.7409 3.6453 1.6867
C: -0.8462 -4.1808 -0.9123
C: 2.0356 2.1458 -0.4552
C: 5.1076 -1.1819 1.1302
C: 2.8208 -3.6644 2.6978
C: -1.3242 -2.3791 0.9427
C: -0.9446 0.8008 -4.1448
C: 1.8108 -2.7975 1.9523
C: 1.3531 2.4879 0.8163
C: 3.7671 -0.6639 0.6177
C: -2.0218 -3.4004 1.7832
H: 3.7032 -1.1345 3.5424
H: -0.3508 1.4161 -3.4808
H: -1.2720 -0.0428 -3.5395
H: -1.6133 1.7227 0.3536
H: 2.1226 -0.1257 5.2265
H: 1.4897 -3.2695 1.0059
H: 5.8994 -0.8348 0.4558
H: -1.8451 -4.2949 -1.3925
H: 3.8047 0.4480 0.5643
H: 1.3385 -1.5337 4.4706
H: -1.7930 1.3511 -4.5911
H: -2.2836 0.3671 0.3415
H: 5.1097 -2.2741 1.1439
H: 3.5773 -0.9471 -0.4337
H: 0.8369 4.2899 1.7761
H: 4.0072 2.1492 -1.1813
H: 3.2120 0.5326 3.1063
H: -0.0556 -4.2785 -1.6865
H: -1.1817 0.2181 2.7213
H: -0.5145 -0.0536 -5.8485
H: 5.3168 -0.7833 2.1272
H: 2.5980 4.1877 1.2266
H: -2.6353 -4.0505 1.1164
H: 0.8671 -2.7459 2.5368
H: -0.7171 -4.8963 -0.0724
H: 1.9816 3.2499 2.6979
H: -1.2766 -4.0214 2.3371
H: 3.7294 -3.7759 2.1008
H: 2.3881 -4.6613 2.8541
H: 2.8163 3.0550 -2.1662
H: -2.6523 -2.8432 2.5075
H: 0.8908 0.1271 3.9786
H: 0.7340 -1.2032 -2.7119
H: 3.3749 3.7906 -0.5573
H: 3.0558 -3.2436 3.6808

Atomic forces in eV per Å
0.80 1.66 0.30
-1.09 1.33 -0.26
0.12 0.15 2.19
-0.92 -0.26 1.60
0.22 0.43 0.46
-0.52 0.15 0.46
0.12 0.54 -0.72
-0.14 -0.63 -1.68
0.23 1.30 2.27
1.95 0.81 -0.80
-0.84 -2.75 -0.26
-0.29 -2.77 1.19
0.62 0.14 0.26
0.15 0.15 0.20
1.00 1.57 -2.74
0.26 0.19 0.22
0.32 -0.06 -0.18
0.01 -0.16 0.15
-0.76 -1.40 -2.36
0.02 0.17 -0.37
-0.31 -0.40 -0.17
-0.13 2.65 1.11
0.44 -0.29 -0.28
0.14 -0.65 -0.14
-1.80 -0.30 0.68
0.33 -0.34 -0.58
0.08 -0.19 0.16
-0.43 0.43 0.06
-0.07 0.46 0.02
-0.56 -0.10 0.04
-0.65 -0.56 -1.18
-0.22 -0.15 -0.03
0.36 0.10 0.19
-0.01 -0.17 0.18
0.64 -0.24 0.32
-0.37 -0.61 0.26
0.08 0.22 -0.02
0.36 -0.20 0.37
-0.26 0.88 -0.99
0.20 0.11 0.12
0.11 -0.02 0.37
0.74 -0.22 0.12
-0.23 0.84 0.00
-0.14 -0.51 0.08
-0.59 -0.25 0.54
0.20 -0.26 -0.42
-0.39 -0.33 -0.53
0.08 -0.23 -0.12
-0.68 -0.19 0.70
0.39 0.37 0.69
0.51 0.32 -0.19
-0.13 0.23 -0.77
-0.05 0.50 -0.51
-0.64 0.31 -0.34
-0.01 -0.02 0.26
0.23 0.10 0.07
0.49 0.09 0.79
0.36 -0.60 -0.40
0.18 -0.15 -0.01
0.05 -0.61 0.49
0.35 -0.45 -0.68
0.08 -0.09 -0.22

Orbital gap (alpha / beta) (eV): 5.158 / 5.159
HOMO (alpha / beta) (hartree): -0.2311 / -0.2312
Lowest unoccupied orbital energy (alpha / beta) (eV): -1.131 / -1.131
Total charge: 0

Results of the Mulliken charge analysis, in e, for atoms 1 through 5:
1 Ca 1.627
2 P 1.140
3 O -0.817
4 O -0.503
5 O -0.506

---

3.
DFT (wB97M-V/def2-TZVPD) results for 2 unconnected molecules or ions with the total composition C4H7N3OS.

Cartesian coordinates (Å):
S: -0.2895 1.4659 -1.6256
O: 0.6301 -2.1124 -2.0953
N: 0.4485 -0.5400 2.2750
N: -1.5975 0.2048 2.1740
N: -0.8270 -0.8116 2.2337
C: -0.0990 -1.0442 -1.6326
C: 0.5354 0.7901 2.2558
C: -0.8023 1.2496 2.1618
C: 0.6083 0.1534 -1.2433
H: -0.8717 -0.9162 -2.4495
H: 0.5884 2.3206 -0.9983
H: -1.0906 2.2977 1.9499
H: 1.5697 1.2693 2.0366
H: -1.1459 -1.8141 2.1615
H: 1.4359 -2.2268 -1.5328
H: -0.7664 -1.2874 -0.7856

Atomic forces in eV per Å
0.77 1.26 0.82
1.98 -1.21 0.72
1.57 -0.32 0.09
-2.49 1.28 -0.45
0.77 -2.59 0.19
-2.60 -0.25 -1.35
0.93 -0.12 -1.24
1.40 1.65 -0.35
0.72 -0.22 0.13
0.54 0.18 0.45
-0.82 0.10 -0.55
-0.29 -1.08 0.55
-2.25 -0.78 0.89
0.35 1.91 0.32
-0.89 0.21 -0.61
0.31 -0.03 0.38

Energy relative to the best compared isomer or geometry (same formula, charge and spin) (eV): 4.864
Orbital gap (eV): 8.798
HOMO (hartree): -0.3249
Lowest unoccupied orbital energy (eV): -0.044
Total charge: 0

Results of the Mulliken charge analysis, in e, for atoms 1 through 5:
1 S -0.082
2 O -0.482
3 N -0.457
4 N -0.556
5 N 0.331

---

4.
DFT (wB97M-V/def2-TZVPD) results for a molecular structure, C68H58N4O3PRuS3.

Cartesian coordinates (Å):
Ru: 0.2423 0.0296 -0.3315
S: 1.4291 -0.2265 2.6629
S: -0.5660 2.5396 2.0971
S: -1.5218 -0.2860 -2.5963
P: 1.0346 -2.0901 -1.2985
O: -0.9383 1.8757 0.7651
O: 0.0253 -0.4181 2.1193
O: -2.5153 -0.3499 0.8019
N: -3.1223 -2.4400 -3.0427
N: 2.5239 0.3892 -0.2757
N: -3.9650 -0.9727 -1.6736
N: -1.5740 -1.1789 0.2332
C: -2.6181 6.5712 2.4510
C: 6.0873 3.8256 1.8324
C: 3.0372 -5.6184 4.9148
C: 1.0222 0.9655 6.5175
C: 0.9642 0.2146 5.3873
C: 4.7999 -0.1339 0.2724
C: 1.1348 -3.1515 -3.9426
C: -2.9041 -1.2778 -2.4235
C: -5.0137 -1.9892 -1.7133
C: -2.1722 5.8606 3.5661
C: 0.5312 -4.7978 -1.2900
C: 1.9264 2.0298 -1.8528
C: 2.6202 -4.2789 4.3706
C: 1.3658 -4.0889 3.8021
C: 1.8369 2.8908 5.2347
C: 2.1690 3.0782 -2.7410
C: 0.6274 1.6857 -1.5133
C: 1.5237 -0.8012 -3.7037
C: -3.3192 7.8899 2.6219
C: -2.2687 -3.0750 -4.0197
C: -1.3950 4.0993 2.1498
C: 5.1871 -3.8043 -0.2459
C: 1.9777 4.3782 7.6156
C: 1.4230 -3.0548 -5.2970
C: -4.4165 -3.0225 -2.6856
C: 1.1197 3.0752 1.8385
C: 5.0097 -3.0990 -1.4264
C: 3.7675 -2.5669 -1.7457
C: -0.1605 -5.9840 -1.1008
C: 2.2304 4.2548 5.2184
C: 1.1925 -2.0238 -3.1270
C: 1.5682 3.0783 7.6614
C: 2.6605 4.3054 0.4710
C: 1.3679 0.7786 4.1535
C: 1.3951 3.8702 0.6992
C: -1.5726 4.6212 3.4264
C: 1.8721 -1.7938 3.3782
C: 2.3027 4.9729 6.3770
C: 3.1367 -1.9524 3.9374
C: -0.0041 -3.5582 -0.9271
C: 2.9704 1.2800 -1.1856
C: 1.7755 -1.8356 -5.8557
C: 2.8744 -3.4539 0.3065
C: 5.0678 4.2631 1.0365
C: 0.9856 -2.8494 3.2975
C: 3.4534 3.0863 2.4370
C: 4.5327 2.6377 3.2396
C: 2.6884 -2.7497 -0.8842
C: -1.2574 -3.5435 -0.2969
C: 1.4780 2.3081 6.4768
C: 1.7802 2.0857 4.0506
C: -1.9423 -4.7478 -0.1081
C: -1.8317 4.7782 1.0248
C: 3.4399 -0.3003 0.4186
C: 1.1154 3.7901 -3.2817
C: 5.2555 0.7636 -0.6783
C: 2.1018 2.7213 2.7346
C: 1.8159 -0.7034 -5.0552
C: 3.4992 -3.1909 4.4319
C: -1.9604 -2.3827 0.2478
C: -0.1868 3.4721 -2.9130
C: 5.8171 2.9930 2.9404
C: 4.1165 -3.9799 0.6237
C: 3.7290 3.8918 1.3080
C: -2.4400 6.0125 1.1862
C: -1.4140 -5.9590 -0.5130
C: -0.4302 2.4241 -2.0352
C: 4.3294 1.4670 -1.4178
H: -2.7755 8.5393 3.3080
H: 4.3243 2.0139 4.1009
H: 4.4779 -3.3250 4.8779
H: 0.2863 -6.9206 -1.4069
H: -5.1956 -2.4060 -0.7227
H: 2.0493 4.9594 8.5257
H: 2.0449 -3.6051 0.9861
H: 6.1541 -4.2293 -0.0076
H: -2.8480 -3.3112 -4.9137
H: -2.3137 6.2760 4.5566
H: -3.4342 8.4071 1.6712
H: -1.4623 -2.3966 -4.2802
H: 4.2425 -4.5376 1.5432
H: 2.0113 -1.7694 -6.9098
H: 2.4762 4.7344 4.2803
H: 7.1073 4.1194 1.6201
H: 2.6111 6.0097 6.3462
H: -3.9502 -0.2033 -1.0267
H: 0.6074 -0.8057 5.4256
H: 0.6733 -4.9211 3.7523
H: -4.2664 -3.9993 -2.2220
H: 3.6424 -2.0255 -2.6741
H: 5.8397 -2.9620 -2.1080
H: 2.8690 4.9634 -0.3646
H: -2.9065 -4.7270 0.3875
H: 6.6340 2.6406 3.5571
H: 5.2706 4.8972 0.1814
H: 3.0795 -1.0236 1.1271
H: 0.0095 -2.6947 2.8515
H: 1.5320 0.0879 -3.0954
H: 1.3061 2.6138 8.6044
H: -1.8490 -4.0004 -3.6154
H: 3.8222 -1.1124 3.9950
H: 0.7210 0.5430 7.4686
H: -1.9671 -6.8751 -0.3524
H: 3.1219 -5.5799 6.0022
H: -1.4452 2.1996 -1.7530
H: -2.0614 0.5204 0.9158
H: 0.5858 4.1573 0.0418
H: -1.7190 4.3426 0.0387
H: -1.0198 4.0383 -3.3108
H: -5.0276 -3.1618 -3.5774
H: -4.3149 7.7346 3.0415
H: 6.3151 0.9103 -0.8442
H: 1.3072 4.6011 -3.9721
H: 5.4767 -0.7169 0.8806
H: 2.0656 0.2613 -5.4787
H: 3.1818 3.3561 -3.0033
H: 1.5233 -4.8421 -1.7163
H: -2.7870 6.5527 0.3137
H: -1.2458 4.0628 4.2979
H: 4.0147 -5.9082 4.5274
H: 2.3190 -6.3953 4.6602
H: 4.6583 2.1751 -2.1635
H: -5.9469 -1.5658 -2.0798
H: -2.9221 -2.5786 0.7166
H: 1.3746 -3.9414 -5.9168
H: 0.8528 -4.1138 -3.5450

Atomic forces in eV per Å
0.92 -0.37 -0.25
-0.15 0.41 0.97
0.27 -0.19 0.24
-0.19 -0.14 -0.06
-0.27 0.69 -0.50
-0.07 -0.36 -0.41
0.47 0.04 -0.10
-0.06 0.17 0.02
-0.01 -0.01 -0.02
-0.76 0.03 -0.05
-0.15 -0.05 0.10
0.20 0.81 0.43
-0.03 0.02 0.02
0.01 -0.02 0.03
0.00 0.08 0.01
0.00 0.00 0.01
-0.08 -0.01 -0.08
-0.03 0.05 0.05
0.02 0.05 0.04
0.03 0.04 -0.10
0.06 0.06 -0.01
0.00 -0.02 0.00
-0.03 -0.01 0.04
0.03 0.18 -0.12
0.07 -0.02 0.00
-0.01 0.01 -0.05
-0.08 -0.05 0.01
0.03 0.08 -0.03
-0.61 -0.98 -0.23
0.03 -0.05 0.02
0.02 -0.04 0.00
0.00 -0.02 0.04
-0.03 -0.03 0.02
0.01 -0.01 0.00
0.01 0.04 -0.03
0.00 -0.04 -0.02
0.04 0.02 -0.01
0.08 0.06 -0.01
0.02 0.05 0.01
-0.03 -0.09 -0.01
0.01 0.02 -0.03
-0.02 -0.01 -0.06
-0.06 -0.02 -0.03
-0.02 -0.04 -0.01
0.04 -0.01 -0.01
0.01 -0.29 -0.04
-0.05 0.10 0.11
0.01 0.05 -0.03
0.02 0.04 0.00
-0.02 0.01 0.03
-0.01 0.01 -0.04
0.10 0.08 0.05
0.20 0.03 0.02
0.00 0.01 -0.01
0.02 -0.01 -0.02
-0.01 0.00 -0.03
-0.06 -0.06 0.06
0.02 -0.16 0.02
-0.03 0.03 0.04
-0.01 0.03 0.13
-0.04 0.03 -0.02
0.02 0.00 0.01
-0.14 -0.01 -0.14
-0.05 -0.03 0.03
-0.04 -0.04 -0.11
-0.03 0.02 0.13
0.06 0.04 0.02
0.07 0.01 0.02
0.01 0.02 -0.03
0.00 0.00 0.03
-0.03 -0.04 -0.01
0.04 -0.24 -0.13
-0.01 -0.03 0.12
0.01 -0.01 -0.01
-0.04 0.03 0.02
0.01 -0.01 0.00
0.00 0.01 0.01
-0.01 -0.03 -0.01
0.05 0.34 0.10
0.03 0.01 0.05
0.01 0.00 -0.01
0.03 0.02 -0.01
-0.01 0.01 -0.02
0.00 0.01 0.01
0.02 -0.01 0.02
-0.01 0.00 -0.02
-0.01 -0.03 0.02
-0.02 0.01 -0.01
0.00 0.01 0.01
0.00 0.00 -0.02
0.01 0.00 0.01
0.02 0.02 0.01
0.00 0.02 0.00
-0.02 0.01 0.01
0.01 -0.03 -0.01
-0.02 -0.01 0.00
-0.01 -0.01 0.01
0.07 0.02 0.00
0.05 -0.03 -0.02
0.01 0.01 -0.01
0.00 -0.02 0.00
0.02 0.00 0.00
-0.01 -0.02 0.01
0.01 -0.06 -0.02
0.02 0.00 -0.01
-0.01 0.03 0.00
-0.01 0.00 0.02
0.05 -0.05 -0.12
0.02 0.00 0.02
0.03 0.03 -0.01
0.00 0.01 -0.02
-0.01 0.01 0.00
-0.01 -0.03 0.00
0.01 0.02 -0.01
0.01 0.02 0.00
-0.01 0.00 -0.01
-0.03 -0.02 -0.01
0.05 -0.08 -0.02
0.03 -0.02 -0.03
0.02 -0.02 0.04
0.01 -0.02 -0.02
0.00 0.02 -0.02
0.01 0.01 0.00
-0.01 0.00 0.02
-0.01 -0.02 0.00
-0.03 -0.01 0.00
0.00 -0.02 0.00
0.00 -0.02 0.00
0.01 -0.02 0.02
-0.01 -0.02 0.02
0.00 0.03 -0.02
-0.01 -0.01 0.00
0.00 0.00 -0.01
-0.05 0.01 -0.01
-0.02 0.00 -0.02
-0.01 0.03 -0.01
0.00 0.01 0.02
0.00 -0.02 -0.02

Energy relative to the best compared isomer or geometry (same formula, charge and spin) (eV): 0.000
Orbital gap (alpha / beta) (eV): 7.396 / 7.496
2S+1: 2
HOMO (alpha / beta) (hartree): -0.4501 / -0.4549
Lowest unoccupied orbital energy (alpha / beta) (eV): -4.852 / -4.883
Total charge: +2

Results of the Mulliken charge analysis, in e, for atoms 1 through 5:
1 Ru 0.977
2 S 2.425
3 S 0.684
4 S -0.025
5 P 3.551

---

no.,strongest force on any atom (eV Å⁻¹),electronic energy (eV)
1,4.387,-11421.658
2,3.309,-62089.449
3,2.941,-21609.963
4,1.178,-127924.973